Entry 1:
Below is a cluster of 4 separate species, C12H18NO12 in total in a non-equilibrium geometry, with properties calculated with ωB97M-V/def2-TZVPD.

XYZ file:
```
43
Properties=species:S:1:pos:R:3:forces:R:3:mulliken_charge:R:1
N 0.2243 -2.4980 -0.1744 -0.2 0.6 0.3 1.146
O -0.4571 -1.5668 0.1363 -0.7 1.0 0.4 -0.397
O -0.1322 -3.6239 0.1725 -0.6 -1.8 0.5 -0.336
O 1.2511 -2.4487 -0.7775 1.6 0.1 -1.1 -0.464
C -2.1567 0.9997 1.9838 -0.5 -0.3 1.0 -1.127
C -2.4452 -0.0412 3.1373 0.9 -0.2 -2.8 0.466
C -1.1720 -0.8236 3.5992 -0.9 1.3 1.7 -0.158
O -1.3471 -0.6889 5.0779 -0.6 -0.1 -1.3 -0.376
C -2.4617 0.0803 5.3460 0.5 0.5 3.7 0.581
O -2.8420 0.3420 6.4776 0.9 -0.9 -2.5 -0.554
O -3.0081 0.6070 4.2626 0.4 -0.4 -0.8 -0.341
H -3.0419 1.3745 1.4700 -0.3 -0.3 0.3 0.347
H -1.5135 0.6130 1.1934 0.2 -0.2 0.3 0.112
H -1.7200 1.8812 2.4532 0.4 -0.1 -0.1 0.389
H -3.1232 -0.8290 2.8089 -0.4 0.3 -0.1 0.251
H -0.2134 -0.4018 3.2971 -0.1 0.4 0.3 0.190
H -1.1438 -1.8661 3.2821 -0.4 0.0 0.4 0.213
C -0.3881 0.4003 -2.8971 -0.5 1.3 -0.3 -1.224
C -1.7637 0.1316 -2.2539 1.4 1.7 -1.0 1.408
C -2.9164 1.1814 -2.3506 1.8 0.9 -0.3 -0.329
O -3.9926 0.4334 -2.7816 -2.0 -2.1 -0.6 -0.349
C -3.5911 -0.7708 -3.3230 -0.8 -1.2 -2.3 0.601
O -4.2043 -1.5396 -4.0824 1.7 3.0 3.2 -0.559
O -2.2751 -0.9290 -3.0306 -0.9 -1.4 0.8 -0.338
H -0.1459 1.4548 -2.7650 0.2 0.1 0.2 0.384
H -0.4239 0.2492 -3.9760 0.0 -0.2 0.1 0.381
H 0.4173 -0.1808 -2.4479 -0.2 -0.2 0.0 0.087
H -1.4546 0.0206 -1.2145 -1.1 -1.2 0.2 -0.599
H -2.8067 1.9777 -3.0869 0.7 0.0 -0.3 0.250
H -3.0696 1.7401 -1.4273 -0.4 -0.6 0.3 0.327
C 2.9772 1.4573 -0.0327 -1.6 -0.6 0.3 -1.236
C 3.5873 0.1286 -0.3497 -1.2 0.2 0.9 0.893
C 4.0493 0.0374 -1.7641 1.0 -0.6 0.1 -0.404
O 5.4425 0.1645 -1.5245 1.6 -1.0 -0.1 -0.363
C 5.7113 -0.3982 -0.2672 5.9 -0.6 0.3 0.538
O 6.8251 -0.9097 0.0750 -5.3 2.3 -1.8 -0.581
O 4.7110 -0.1120 0.5346 -0.6 -0.8 -0.7 -0.339
H 2.0670 1.4244 -0.6316 -0.4 0.4 0.0 0.249
H 3.4748 2.3921 -0.2910 0.6 -0.5 0.1 0.321
H 2.6551 1.4303 1.0083 0.1 0.4 0.1 0.366
H 2.9359 -0.7370 -0.2290 -0.5 0.5 0.7 -0.054
H 3.6197 0.7849 -2.4311 0.5 0.3 0.2 0.327
H 3.8610 -0.9410 -2.2061 -0.1 -0.1 -0.1 0.299
```
Forces are in eV/Å.

Summary:
- Orbital gap (spin up / spin down): 9.806 / 5.613 eV
- <S²>: 0.756
- E_HOMO (spin up / spin down): -10.97 / -10.97 eV
- 2S+1: 2


Entry 2:
Below is a cluster of 7 separate species, C33H81F3N12O13P4 in total in a non-equilibrium geometry, with properties calculated with ωB97M-V/def2-TZVPD.

XYZ file:
```
146
Properties=species:S:1:pos:R:3:forces:R:3:mulliken_charge:R:1
C -4.4709 0.4081 -4.7026 0.8 -0.9 -0.1 -0.597
C -3.2871 -0.4148 -5.2700 -1.1 0.0 0.0 0.320
O -2.1725 0.3044 -4.8372 0.1 -0.4 -0.1 -0.153
C -2.5414 1.5290 -4.3382 -0.2 0.0 -0.3 0.600
O -1.7749 2.3206 -3.9047 -0.2 -0.1 -0.1 -0.423
O -3.8768 1.6697 -4.4248 -0.2 0.3 -0.1 -0.323
F -3.3273 -0.5106 -6.6599 0.2 0.4 1.1 -0.346
H -4.7914 -0.0310 -3.7560 -0.1 0.0 0.0 0.300
H -5.2997 0.3999 -5.4025 0.0 0.7 -0.1 0.398
H -3.3146 -1.4326 -4.8714 0.5 0.1 -0.2 0.267
C 0.8897 0.8372 -5.2519 1.0 -0.2 -0.3 -0.408
C 2.3514 0.9162 -5.7253 -0.6 0.0 0.4 0.273
O 2.9037 1.9115 -4.8776 0.3 -0.3 -0.8 -0.392
C 2.1412 2.0171 -3.7778 -0.7 -2.0 -2.6 0.413
O 2.4365 2.5505 -2.8100 1.2 2.5 3.8 -0.465
O 1.0068 1.3162 -3.9043 -1.1 -0.5 -0.8 0.302
F 2.4636 1.3172 -7.0178 0.0 -0.1 0.3 -0.323
H 0.5761 -0.1998 -5.2502 -0.3 0.0 0.1 0.215
H 0.2699 1.4585 -5.8984 -0.2 0.1 0.3 0.270
H 2.8434 -0.0437 -5.5527 0.4 0.2 -0.4 0.206
C -0.9880 0.4912 -1.3302 -0.8 0.5 0.7 0.270
C -0.9014 1.8496 -0.6683 -0.5 0.7 -1.0 0.309
O -0.3274 1.5775 0.5740 -0.2 0.4 -0.2 -0.165
C -0.6078 0.2859 0.9030 -1.3 0.7 -2.3 0.403
O -0.4872 -0.1866 1.9499 0.7 -1.0 2.6 -0.443
O -1.1771 -0.3468 -0.1601 1.0 0.1 -0.9 -0.173
F -2.1940 2.3995 -0.5301 0.9 -0.5 0.4 -0.333
H -0.0962 0.3474 -1.9329 0.3 -0.6 0.3 -0.347
H -1.8666 0.3897 -1.9531 -0.1 0.0 0.0 0.016
H -0.3248 2.5888 -1.2257 0.1 -0.1 0.3 0.374
O 2.6325 -3.0219 -4.6940 0.4 0.4 -0.1 -0.966
P 2.3198 -3.5885 -3.3697 -0.2 0.1 0.3 0.435
N 2.7571 -2.5887 -2.1162 -0.5 0.3 -0.5 0.508
C 3.5800 -1.4169 -2.3061 -0.1 0.4 0.1 -0.868
C 2.4860 -2.9355 -0.7369 -0.2 0.3 0.2 -0.635
N 3.0163 -5.0714 -3.1594 -0.5 -0.3 -0.1 0.242
C 4.0345 -5.5052 -4.1091 0.4 0.7 0.2 -1.200
C 2.7602 -5.9403 -2.0223 0.5 -0.5 -0.3 -0.753
N 0.6982 -3.8743 -3.1253 0.4 -0.9 0.5 0.636
C -0.2371 -2.8175 -2.9190 0.0 0.6 0.4 -1.138
C 0.1157 -5.1761 -3.3929 0.2 -0.3 -0.4 -1.202
H 4.6143 -1.6259 -2.0261 0.2 0.3 -0.2 0.325
H 3.2012 -0.6058 -1.6753 0.1 -0.1 0.2 0.303
H 3.5025 -1.0204 -3.3159 0.3 -0.4 -0.2 0.088
H 2.4467 -2.0323 -0.1193 0.0 0.1 -0.2 0.513
H 3.2428 -3.5711 -0.2715 -0.1 -0.2 -0.1 0.249
H 1.4946 -3.3775 -0.6656 0.2 -0.3 0.1 -0.191
H 3.7209 -5.3017 -5.1290 -0.1 -0.2 -0.1 0.327
H 4.9492 -4.9243 -3.9423 0.1 -0.2 -0.1 0.317
H 4.2767 -6.5524 -3.9519 -0.2 -0.1 -0.1 0.454
H 3.7166 -6.3249 -1.6501 -0.1 0.3 0.3 0.499
H 2.2325 -5.4310 -1.2222 0.0 0.0 0.1 -0.047
H 2.1989 -6.8408 -2.3114 -0.1 0.2 0.0 0.353
H 0.3027 -1.9063 -2.6922 0.2 0.3 -0.2 -0.132
H -0.8596 -2.6529 -3.8054 -0.1 0.0 0.1 0.694
H -0.8372 -2.9863 -2.0179 -0.3 -0.1 -0.4 0.394
H 0.1899 -5.8702 -2.5527 -0.2 0.1 0.2 0.091
H 0.6211 -5.6731 -4.2246 -0.1 0.1 -0.1 0.405
H -0.9328 -5.0592 -3.6661 0.0 0.0 0.0 0.474
O 5.0821 1.3682 4.1124 0.3 -0.5 0.7 -0.911
P 3.7375 1.7997 4.5243 -0.4 0.2 -0.5 0.231
N 2.6141 0.5571 4.4324 0.2 0.5 -1.2 0.660
C 1.1980 0.7441 4.7457 0.6 -0.2 0.3 -1.121
C 3.0918 -0.7295 4.8357 -0.2 -1.7 1.5 -0.566
N 3.1582 3.0133 3.5573 -1.1 0.3 0.9 0.637
C 2.4317 2.8023 2.3213 -0.1 -0.5 0.1 -0.843
C 3.8210 4.2857 3.6653 0.6 1.0 0.2 -1.107
N 3.6653 2.4503 6.0686 0.9 0.0 -0.3 0.219
C 4.4968 1.7928 7.0788 -0.1 0.4 0.1 -0.989
C 2.4775 3.0869 6.6052 0.5 -0.2 0.1 -1.077
H 0.6558 -0.1335 4.3972 -0.1 0.0 0.0 0.326
H 0.7709 1.6076 4.2440 0.1 0.1 0.1 0.285
H 1.1006 0.8380 5.8335 -0.4 0.0 -0.1 0.206
H 2.9384 -0.8797 5.9273 0.1 0.2 -0.1 0.330
H 4.1327 -1.0006 4.6729 0.1 0.8 -0.4 0.437
H 2.5319 -1.5755 4.4224 -0.2 0.5 -0.5 -0.205
H 1.9998 3.7472 1.9935 0.3 0.1 -0.2 0.404
H 3.0917 2.3650 1.5674 -0.2 0.2 -0.3 0.357
H 1.5725 2.1493 2.4711 0.2 -0.2 0.0 -0.093
H 3.1652 5.1239 3.4056 -0.1 -0.3 -0.3 0.350
H 4.1216 4.5342 4.6869 0.0 -0.5 0.0 0.358
H 4.7308 4.3399 3.0546 -0.1 0.0 -0.1 0.307
H 4.0145 0.8785 7.4585 0.2 0.1 0.1 0.280
H 5.4942 1.5779 6.6999 -0.2 -0.2 -0.3 0.302
H 4.6521 2.4924 7.9091 -0.2 -0.1 0.0 0.351
H 2.7695 3.9201 7.2523 0.0 -0.1 0.1 0.331
H 1.9413 2.3468 7.2087 -0.4 0.3 0.0 0.360
H 1.8781 3.5045 5.8011 -0.2 -0.2 0.0 0.309
O 1.5561 -4.5802 1.6037 0.3 0.5 0.0 -0.821
P 0.3471 -5.1186 2.2375 -1.2 0.1 1.2 0.263
N 0.2331 -4.9033 3.8813 0.9 -0.2 0.7 0.289
C 1.0484 -3.8654 4.4818 1.4 0.7 -0.8 -1.001
C -0.9497 -5.2923 4.6211 -0.3 0.3 -0.5 -1.208
N 0.1465 -6.7537 2.0926 -1.2 0.3 -1.3 0.405
C 0.5867 -7.7589 3.0073 1.0 0.2 0.5 -1.188
C 0.0083 -7.2388 0.7165 0.3 0.8 -0.1 -1.060
N -1.0728 -4.3366 1.7241 0.4 -0.1 -1.2 0.530
C -2.3130 -5.0833 1.5203 0.5 -0.2 0.2 -1.001
C -0.8895 -3.2675 0.7223 0.1 -0.9 -0.2 -1.209
H 2.1094 -4.1533 4.5174 -0.2 -0.3 0.3 0.359
H 0.7318 -3.5603 5.4738 -0.3 -0.2 0.0 0.364
H 1.1313 -2.9637 3.8568 -0.6 0.0 0.1 0.065
H -0.7456 -5.1998 5.6843 0.0 -0.3 0.1 0.401
H -1.2175 -6.3144 4.3520 -0.1 0.0 0.3 0.412
H -1.8144 -4.6524 4.3940 0.1 0.0 0.0 0.277
H 1.6611 -7.9519 2.8887 0.0 -0.2 -0.1 0.325
H 0.4823 -7.3938 4.0255 -0.2 -0.3 0.1 0.441
H 0.0551 -8.6862 2.8160 -0.2 -0.1 0.3 0.368
H -0.9730 -7.6752 0.5168 0.2 -0.4 0.1 0.332
H 0.1107 -6.3951 0.0213 0.0 -0.1 0.1 0.100
H 0.8450 -7.9035 0.4911 -0.2 -0.2 -0.1 0.455
H -2.6371 -5.5295 2.4589 -0.1 -0.1 -0.1 0.301
H -3.0986 -4.4116 1.1809 0.0 0.1 0.0 0.360
H -2.1671 -5.8715 0.7725 -0.4 0.0 0.0 0.226
H -1.7124 -2.5684 0.8212 0.1 0.2 0.0 0.591
H -0.8835 -3.6528 -0.3187 -0.2 -0.1 0.5 0.343
H 0.0882 -2.8097 0.8438 -0.3 0.3 0.3 -0.088
O -4.8254 8.5403 -1.4598 0.5 0.3 -0.3 -0.833
P -4.2879 7.1976 -1.1945 -0.2 -0.8 0.2 0.377
N -2.8545 7.1854 -0.3469 -0.6 0.5 0.6 0.207
C -2.0224 8.3817 -0.3707 0.3 -0.7 -1.1 -0.934
C -2.1371 5.9372 -0.2097 0.4 0.2 -0.4 -1.047
N -4.0363 6.2756 -2.5668 -0.2 0.0 -0.1 0.291
C -4.0999 4.8295 -2.6282 -0.5 -0.3 0.5 -1.021
C -3.3434 6.8921 -3.6828 -0.8 0.3 -0.4 -1.084
N -5.2660 6.2120 -0.2857 -0.2 -0.6 0.1 0.337
C -6.5513 5.8061 -0.8547 0.5 0.4 0.2 -1.195
C -5.2878 6.2862 1.1751 0.9 0.2 -0.8 -1.089
H -1.2907 8.3525 0.4336 -0.1 0.1 0.3 0.286
H -2.6213 9.2824 -0.3771 -0.1 0.1 0.2 0.313
H -1.4627 8.3309 -1.3162 0.3 0.5 0.1 0.321
H -2.7923 5.1282 0.1076 0.0 0.0 0.2 0.257
H -1.3255 6.1287 0.4943 -0.1 -0.4 0.2 0.546
H -1.6616 5.5985 -1.1457 -0.1 0.2 0.0 0.164
H -4.7005 4.4691 -1.7929 0.4 -0.1 0.1 0.316
H -4.6559 4.4751 -3.5057 0.3 0.3 -0.2 0.441
H -3.1141 4.3574 -2.6006 0.0 -0.1 -0.1 0.350
H -2.2561 6.9593 -3.5813 0.0 -0.1 0.1 0.285
H -3.6080 6.3195 -4.5750 0.3 -0.1 -0.1 0.368
H -3.7593 7.8859 -3.8645 0.2 0.1 0.2 0.325
H -7.3552 6.4476 -0.4794 -0.1 0.0 -0.1 0.350
H -6.4904 5.9018 -1.9367 -0.3 -0.1 0.0 0.351
H -6.7473 4.7729 -0.5586 -0.2 0.0 -0.2 0.350
H -5.9114 7.1303 1.4767 -0.2 -0.2 0.4 0.305
H -4.2590 6.4527 1.4971 -0.2 0.2 0.2 0.341
H -5.5786 5.3211 1.5881 -0.4 0.1 0.1 0.344
```
Forces are in eV/Å.

Summary:
- ΔE to the lowest compared entry with this formula, charge and spin: 0.0 kcal per mole
- Orbital gap: 8.064 eV
- E_HOMO: -8.14 eV
- 2S+1: 1
- SMILES: CN(C)P(=O)(N(C)C)N(C)C.CN(C)P(=O)(N(C)C)N(C)C.CN(C)P(=O)(N(C)C)N(C)C.CN(C)P(=O)(N(C)C)N(C)C.O=C1OC[C@@H](F)O1.O=C1OC[C@@H](F)O1.O=C1OC[C@@H](F)O1


no.,E (eV)
1,-38788.3766
2,-125347.3206